Formula: C76H61N7O2P3S3SiV
Source: the OMol25 dataset
Level of theory: wB97M-V/def2-TZVPD

Last column: Löwdin charge in e.
Positions of all 154 atoms, in Å:
V 1.07512 0.87818 -0.32873  0.677
S 1.04682 4.04338 -3.31793  1.003
S -1.26678 4.93518 0.35797  0.781
S 3.54052 0.27218 -0.40373  0.851
P 0.35472 -2.59932 -1.59993  1.092
P -2.09488 -0.43472 -2.01563  1.088
P 2.39472 1.06888 1.69417  0.913
Si -1.06438 -1.86962 1.13697  0.736
O -1.03568 6.12528 -0.47753  -0.432
O -2.04218 5.25318 1.57097  -0.438
N 1.65052 2.03308 -1.76913  -0.153
N 2.85262 -1.75852 1.09667  0.079
N 2.78442 -0.76642 1.98047  -0.189
N 0.10402 -0.47252 0.98907  -0.126
N 4.44802 -2.71962 -1.89213  -0.003
N -0.36858 2.98788 -1.21203  0.020
N -7.60078 4.01958 -1.48763  0.140
C -5.40788 4.14078 -2.50893  -0.020
C -2.56618 4.01198 -0.79553  -0.378
C 5.16032 -1.58132 -2.44633  -0.250
C 3.21762 -0.85392 -3.92193  -0.117
C 0.73742 -4.15652 -4.00063  -0.077
C -0.97058 -1.72202 4.24807  -0.151
C 2.93322 -3.56252 6.12277  -0.108
C -0.51388 2.12268 3.12777  -0.032
C 6.25512 2.06188 4.09487  -0.107
C 5.11032 0.63048 2.54527  -0.089
C -4.99498 -2.84562 0.65987  -0.081
C -0.79978 1.86138 1.83197  -0.080
C 3.21852 3.31338 0.32097  -0.149
C -0.80938 -5.87072 -4.67013  -0.102
C 0.34952 -5.14752 -4.88803  -0.085
C 0.46322 -0.65532 2.38537  -0.414
C 0.23782 -0.16432 5.99797  -0.159
C -4.11678 4.57528 -2.49493  0.026
C 2.66252 2.17688 -2.66613  -0.300
C -0.47678 0.82288 0.86097  -0.324
C 3.26772 -2.22032 6.18367  -0.088
C 3.22632 4.57598 -0.24023  -0.085
C -0.40648 -4.59832 1.80367  -0.107
C 2.28272 2.94438 1.29147  -0.297
C -1.58198 -5.60612 -3.54963  -0.085
C -6.26578 4.38358 -1.42653  -0.267
C -1.58288 3.50618 -1.82543  -0.363
C 0.13762 1.07408 3.96997  -0.260
C 6.24802 0.95818 3.25967  -0.092
C 3.20562 -2.47232 -1.17693  -0.337
C 3.96832 2.49328 3.51267  -0.077
C -4.48858 5.53698 -0.26323  0.022
C -3.07188 -2.28242 -5.50793  -0.075
C -4.54438 -1.55482 -1.29773  -0.091
C 1.81222 -0.91032 2.99857  -0.292
C -3.27948 2.97308 -0.08183  -0.072
C -2.88198 -0.75372 -3.64843  -0.365
C -1.19468 -4.62262 -2.66013  -0.124
C 2.53462 3.17878 -3.55683  -0.416
C 4.52242 -0.95552 -3.63893  -0.085
C 2.23562 -4.04892 5.03207  -0.086
C -0.51578 -1.27392 5.49707  -0.147
C -5.77748 5.13018 -0.32923  -0.020
C 5.10572 2.82398 4.22497  -0.089
C 2.87972 -1.36142 5.17357  -0.029
C 3.20132 -1.41762 -0.08763  -0.594
C 1.45342 3.95018 1.77977  -0.100
C -0.02718 -3.88652 -2.87413  -0.371
C -3.26538 1.67838 -0.45983  -0.065
C 2.31232 5.52668 0.18087  -0.079
C 3.95962 1.40388 2.64547  -0.270
C -5.43068 -2.28132 -0.52773  -0.083
C -0.26658 -3.58762 0.85767  -0.234
C -0.67678 -1.40252 2.92637  -0.168
C 2.09292 -1.37802 -3.19933  -0.149
C 1.84952 -3.19642 4.01437  -0.017
C -3.69198 -2.64152 1.07167  -0.097
C -3.88588 -1.37962 -6.17093  -0.099
C 0.53762 1.01598 5.39257  -0.085
C -2.78058 -1.90582 0.31677  -0.223
C -4.18438 -0.16212 -5.58103  -0.093
C 1.46152 5.22058 1.22587  -0.129
C -3.68798 0.15508 -4.32783  -0.102
C 0.22412 -5.81802 1.64057  -0.081
C 0.50962 -3.84282 -0.27113  -0.386
C -3.49428 5.16638 -1.29363  -0.245
C 1.01692 -6.04912 0.52517  -0.073
C -2.63168 1.28518 -1.69123  -0.389
C 2.14352 -1.84262 4.09577  -0.135
C 2.05652 -2.13272 -2.08023  -0.326
C 1.21042 0.48598 3.04987  -0.169
C 1.14652 -5.06882 -0.43883  -0.095
C -3.21928 -1.37702 -0.90373  -0.368
C 0.69322 2.94208 -1.93853  -0.651
C -2.56858 -1.96252 -4.26123  -0.087
C -1.98918 2.21228 -2.44563  -0.066
H -1.34538 2.65868 1.33337  0.055
H -3.76668 0.92328 0.13267  0.114
H 5.22762 -0.46912 -4.30183  0.099
H 3.23342 -4.23522 6.91417  0.089
H -1.92318 -2.65472 -3.74523  0.061
H 5.29392 -0.77812 -1.69263  0.063
H -8.07048 3.93938 -0.59853  0.103
H -1.80268 -4.41192 -1.78823  0.113
H 1.64352 -3.59842 -4.18423  0.095
H -0.67888 0.34618 3.98817  0.109
H -6.47008 5.37898 0.46467  0.118
H 7.13492 0.34828 3.16257  0.095
H 7.14992 2.33578 4.63657  0.092
H 0.51422 -0.27642 7.04237  0.094
H -5.66928 -3.43622 1.26567  0.102
H -2.48818 -6.16822 -3.37103  0.102
H 6.15852 -1.93422 -2.72723  0.117
H 1.72292 -5.26262 -1.33413  0.114
H 5.08082 -3.20502 -1.26453  0.114
H -1.11708 -6.63372 -5.37193  0.095
H 1.33002 -3.57132 3.14717  0.089
H 3.48682 1.48178 -2.64383  0.056
H 3.19872 3.46098 -4.34883  0.049
H -2.80488 6.00328 -1.50053  0.141
H 1.51172 -7.00162 0.40087  0.099
H -6.45528 -2.40822 -0.85163  0.099
H -1.48648 1.92308 -3.36183  0.120
H 1.10162 1.78848 5.89137  0.083
H -4.12178 6.09768 0.58127  0.119
H 1.12402 -1.15372 -3.64593  0.100
H -4.81398 0.54438 -6.10473  0.096
H 5.10372 3.68928 4.87347  0.097
H 2.94502 -0.31232 -4.82063  0.102
H -3.49108 4.41498 -3.35833  0.125
H -2.82378 -3.23372 -5.95853  0.101
H -3.36418 -3.06272 2.01027  0.098
H -0.84548 -1.92112 6.30407  0.069
H -1.71398 -2.51172 4.34257  0.086
H 3.83512 -1.84392 7.02277  0.095
H -1.32458 4.29218 -2.54833  0.105
H -7.81648 3.27698 -2.13513  0.102
H 3.15152 -0.31552 5.19937  0.117
H 3.94122 4.81108 -1.01743  0.103
H 0.79112 5.97018 1.61697  0.092
H 2.97222 -3.40472 -0.64803  0.120
H 0.09532 -6.59452 2.38107  0.101
H -1.24838 0.79558 0.08787  0.050
H 1.99362 -5.10102 4.97407  0.092
H 3.07732 3.09568 3.61607  0.103
H -4.88388 -1.11112 -2.22403  0.099
H -3.85028 3.29508 0.77907  0.125
H -1.02618 -4.42672 2.67287  0.102
H 2.27602 6.49928 -0.28533  0.105
H -5.79618 3.60778 -3.36863  0.114
H -3.92718 1.10858 -3.87653  0.086
H -4.27688 -1.61702 -7.15103  0.096
H 0.79602 3.76378 2.61057  0.081
H -0.91938 3.01158 3.59137  0.116
H 0.96092 -5.36012 -5.75413  0.099
H 3.97522 2.60318 0.00357  0.055
H 5.12332 -0.23202 1.89577  0.084

Forces on atoms 1 to 2 (eV/Å):
V 0.6 -0.9 0.9
S 0.0 -0.2 0.3

Summary:
HOMO level (spin up / spin down), eV: -2.5 / -2.5
Spin multiplicity: 2
Lowest unoccupied orbital energy (spin up / spin down), Ha: 0.0139 / 0.0149
Expectation value of S²: 1.174
Molar mass, g mol⁻¹: 1372.52
Net charge: -1
Max |F|, eV Å⁻¹: 2.07